Below is a structure of composition C32H46BN10O3PReSiTe, with properties calculated with ωB97M-V/def2-TZVPD.

The geometry in XYZ format:
```
96
Properties=species:S:1:pos:R:3
Re 0.12 0.95 -0.42
C 2.80 -0.86 -1.99
C 1.41 -1.29 -2.28
C 0.97 -2.36 -3.04
C -0.42 -2.36 -2.95
C -1.40 -3.33 -3.48
N -0.77 -1.30 -2.20
N 0.35 -0.64 -1.78
B -2.16 -0.77 -1.82
N -2.26 -0.81 -0.28
N -1.28 -0.23 0.46
C -1.54 -0.49 1.77
C -0.70 -0.06 2.91
C -2.70 -1.23 1.83
C -3.12 -1.43 0.52
C -4.29 -2.20 0.02
N -2.23 0.72 -2.28
N -1.17 1.53 -2.01
C -1.29 2.62 -2.78
C -0.23 3.66 -2.87
C -2.46 2.53 -3.51
C -3.03 1.31 -3.18
C -4.30 0.69 -3.65
H 3.50 -1.57 -2.44
H 3.01 0.13 -2.41
H 2.97 -0.85 -0.92
H 1.57 -3.09 -3.56
H -0.88 -4.11 -4.03
H -1.93 -3.80 -2.65
H -2.13 -2.86 -4.14
H -3.02 -1.40 -2.33
H -0.33 0.96 2.80
H -1.29 -0.12 3.82
H 0.15 -0.74 3.02
H -3.16 -1.62 2.72
H -4.86 -2.59 0.86
H -4.94 -1.58 -0.60
H -3.94 -3.04 -0.58
H 0.73 3.30 -2.50
H -0.11 3.95 -3.92
H -0.50 4.55 -2.31
H -2.84 3.24 -4.23
H -4.79 1.36 -4.36
H -4.12 -0.26 -4.15
H -4.98 0.51 -2.82
N 1.48 0.45 0.92
C 2.33 0.15 1.66
C 3.34 -0.22 2.49
C 3.43 0.40 3.76
N 3.50 0.90 4.79
C 4.24 -1.25 2.10
N 4.98 -2.08 1.80
C 4.06 -5.10 0.10
C 2.56 -4.99 0.00
O 2.06 -4.46 1.23
P 0.84 -3.41 1.17
O 1.17 -2.23 0.33
Te -1.15 -4.57 0.54
O 0.82 -2.93 2.70
C 0.59 -3.84 3.78
C 1.89 -4.32 4.38
H 4.47 -5.51 -0.82
H 4.35 -5.75 0.92
H 4.50 -4.12 0.28
H 2.09 -5.97 -0.16
H 2.27 -4.34 -0.83
H -0.03 -4.67 3.43
H 0.01 -3.28 4.52
H 2.44 -4.94 3.67
H 1.69 -4.91 5.28
H 2.53 -3.48 4.65
C 1.79 5.39 0.21
Si 1.64 3.57 0.60
C 2.11 3.34 2.40
C 2.87 2.74 -0.58
N 0.06 2.82 0.29
C -1.18 3.50 0.42
C -2.30 2.83 0.93
C -3.54 3.45 1.00
C -3.70 4.76 0.58
C -2.59 5.45 0.12
C -1.35 4.83 0.04
H 2.85 5.63 0.37
H 1.21 6.02 0.87
H 1.55 5.63 -0.83
H 2.27 4.31 2.88
H 3.04 2.78 2.51
H 1.34 2.82 2.96
H 3.82 2.58 -0.08
H 3.05 3.38 -1.44
H 2.58 1.76 -0.97
H -2.19 1.83 1.30
H -4.38 2.90 1.40
H -4.66 5.24 0.64
H -2.68 6.48 -0.20
H -0.51 5.40 -0.34
```

Values from the calculation:
- expectation value of S² = 3.777
- HOMO level (spin up / spin down) (eV) = -6.36 / -6.36
- energy above the lowest of the compared OMol25 structures with the same formula, charge and spin (kcal/mol) = 16.8
- E (Ha) = -3022.4717
- spin multiplicity = 4
- lowest unoccupied orbital energy (spin up / spin down) (Ha) = -0.045 / -0.083

Mulliken population analysis, charges in e, atoms 1 to 6:
1. Re -0.0867
2. C -1.3864
3. C 0.4822
4. C -0.9952
5. C 0.8285
6. C -1.4827